[1]
14
Properties=species:S:1:pos:R:3 method="wB97M-V/def2-TZVPD" e_tot_ha=-693.40736 total_charge=-1 homo_ha=-0.138 multiplicity=1 de_lowest_kcal_mol=0.0
O -1.60 -0.36 0.17
C -1.71 0.45 -0.79
O -2.72 1.06 -1.12
O -0.53 0.87 -1.37
O 1.77 0.04 -0.12
C 2.08 -0.05 1.28
O 1.60 -1.12 1.68
C 1.72 1.33 -0.70
C 0.28 1.84 -0.72
Na 0.11 -1.49 0.26
H 2.11 1.26 -1.72
H 2.34 2.03 -0.12
H 0.23 2.78 -1.28
H -0.07 1.98 0.32

***

[2]
56
Properties=species:S:1:pos:R:3 method="wB97M-V/def2-TZVPD" e_tot_ha=-4944.56961 total_charge=-2 homo_ha="-0.044 / -0.042" multiplicity=2 de_lowest_kcal_mol=8.4
Ru -0.23 -0.13 -0.77
C 4.84 -2.10 -1.73
S 4.67 -0.99 -0.32
C 2.94 -0.62 -0.31
S 1.87 -1.30 -1.40
N 2.68 0.22 0.66
N 1.37 0.57 0.71
C 1.05 1.31 1.69
C -0.34 1.79 1.80
C -0.79 2.52 2.88
C -2.13 2.90 2.91
C -2.95 2.55 1.86
C -2.40 1.83 0.80
N -1.13 1.46 0.78
H 5.88 -2.02 -2.06
H 4.17 -1.78 -2.53
H 4.61 -3.13 -1.46
H 1.80 1.57 2.44
H -0.11 2.77 3.68
H -2.52 3.46 3.75
H -4.00 2.83 1.84
H -2.98 1.53 -0.07
C -4.69 -4.12 3.47
C -5.24 -3.14 2.67
C -4.43 -2.37 1.84
C -3.04 -2.55 1.80
C -2.51 -3.57 2.60
C -3.32 -4.34 3.43
C -2.27 -1.66 0.89
C -0.94 -1.50 0.75
C 0.04 -2.13 1.65
C 0.22 -1.65 2.95
C 1.22 -2.15 3.78
C 2.07 -3.15 3.32
C 1.89 -3.65 2.03
C 0.89 -3.15 1.21
H -5.32 -4.73 4.12
H -6.32 -2.97 2.67
H -4.87 -1.62 1.19
H -1.45 -3.77 2.57
H -2.87 -5.12 4.03
H -2.92 -1.09 0.24
H -0.45 -0.88 3.31
H 1.34 -1.76 4.78
H 2.87 -3.53 3.95
H 2.55 -4.43 1.66
H 0.76 -3.54 0.21
I 0.70 1.01 -3.98
C 0.45 1.56 -1.90
H -0.33 2.32 -1.93
H 1.41 2.01 -1.63
O -0.90 -1.58 -2.18
Se -2.39 -0.91 -2.61
O -2.55 -0.64 -4.20
O -2.23 0.52 -1.74
O -3.62 -1.79 -2.01

***

[3]
38
Properties=species:S:1:pos:R:3 method="wB97M-V/def2-TZVPD" e_tot_ha=-4584.58145 total_charge=-2 homo_ha=-0.037 multiplicity=1 de_lowest_kcal_mol=6.8
Au 0.67 -3.24 -0.18
S -0.21 -5.22 -1.31
C 1.25 -5.67 -2.13
C 1.15 -6.89 -2.82
N 1.03 -7.89 -3.37
C 2.44 -4.97 -2.16
S 2.77 -3.45 -1.38
C 3.54 -5.49 -2.84
N 4.48 -5.89 -3.38
Br 3.01 4.86 -1.36
C 1.43 4.35 -0.41
C 0.22 4.93 -0.75
C -0.92 4.58 -0.06
C -0.88 3.62 0.98
C 0.38 3.05 1.29
C 1.52 3.41 0.60
N -1.98 3.44 1.75
N -2.22 2.41 2.46
C -1.76 1.17 2.20
C -1.55 0.34 3.32
C -0.89 -0.85 3.23
C -0.44 -1.39 2.00
O 0.23 -2.46 1.92
C -0.80 -0.64 0.81
N -0.50 -1.20 -0.37
C -0.85 -0.60 -1.48
C -1.57 0.59 -1.50
C -1.88 1.20 -0.30
C -1.45 0.62 0.90
H 0.17 5.64 -1.56
H -1.87 5.02 -0.31
H 0.45 2.33 2.09
H 2.46 2.95 0.84
H -1.84 0.74 4.28
H -0.65 -1.41 4.13
H -0.57 -1.10 -2.40
H -1.89 1.02 -2.44
H -2.48 2.10 -0.29